Record 1
13
Properties=species:S:1:pos:R:3:forces:R:3 method="wB97M-V/def2-TZVPD" total_charge=0 smiles=Cc1n[nH]nc1P gap_ha=0.3699 relative_energy_kcal_mol=67.43 homo_ev=-9.002 lumo_energy_ev=1.1
C -1.054775 1.733741 -0.723254 -3.6 -0.7 -0.7
C -0.520887 0.361970 -0.616945 2.8 -2.0 3.3
N -0.778274 -0.627650 -1.388850 0.6 -0.7 0.5
N -0.037445 -1.716235 -0.950333 -1.6 1.4 -1.9
N 0.737545 -1.545304 0.081022 -0.6 -0.6 0.3
C 0.573447 -0.352849 0.546275 -2.3 1.5 -3.0
P 1.540642 0.074717 2.000248 1.1 -0.1 0.5
H -0.358368 2.451832 -0.587746 2.9 2.1 0.4
H -1.464200 1.939017 -1.785746 0.2 -0.6 1.9
H -1.789192 2.024540 0.121158 0.6 -0.9 -1.5
H -0.275371 -2.567048 -1.419526 0.6 -0.5 0.3
H 2.488195 -1.000665 1.759335 -0.3 0.8 0.0
H 0.938683 -0.776067 2.964363 -0.4 0.2 -0.1

Record 2
10
Properties=species:S:1:pos:R:3:forces:R:3 method="wB97M-V/def2-TZVPD" total_charge=0 smiles="O=c1ncnc(O)o1" gap_ha=0.3772 relative_energy_kcal_mol=76.67 homo_ev=-11.021 lumo_energy_ev=-0.8
O -2.198940 -1.429028 0.212571 -0.3 3.7 0.7
C -1.453298 -0.448443 0.120143 -2.0 -5.3 -1.3
N -1.503850 0.832236 -0.213308 1.8 3.7 1.4
C -0.351892 1.507692 0.019590 -1.1 1.8 -2.2
N 0.891183 1.027044 0.415593 -0.7 -1.5 -0.5
C 0.889934 -0.256406 0.180447 2.2 -2.4 -1.7
O 2.142239 -1.032102 -0.088303 -2.3 10.7 1.6
O -0.203299 -0.966046 -0.105747 5.0 -0.4 0.7
H -0.245895 2.653906 -0.419851 -0.8 -3.1 1.6
H 2.033819 -1.888857 -0.121133 -1.8 -7.2 -0.2

Record 3
14
Properties=species:S:1:pos:R:3:forces:R:3 method="wB97M-V/def2-TZVPD" total_charge=0 gap_ha="0.2581 / 0.2581" relative_energy_kcal_mol=97.78 homo_ev="-8.427 / -8.427" lumo_energy_ev="-1.4 / -1.4"
C 4.489976 -1.890594 0.080713 0.9 -0.3 0.0
C 3.194607 -1.558189 -0.143548 -1.5 -0.1 -1.2
C 2.147117 -1.227967 -0.732979 2.4 0.0 2.0
C 1.936114 1.099684 0.285427 4.3 0.8 4.3
C -0.464755 0.924674 -0.041461 -2.0 1.1 -4.5
N 5.602386 -2.162169 0.246641 -0.2 0.0 0.1
N 1.091003 -0.539388 -0.938752 -1.2 -1.2 -2.2
N 0.895627 0.519374 -0.061589 -1.2 -0.6 -1.4
O 2.951961 1.163471 0.901358 -2.6 0.5 -2.4
Br -0.828053 -2.994020 0.572532 0.7 0.2 -1.2
H -0.773508 1.760960 -0.834834 1.2 -1.8 1.3
H -1.103108 0.054397 -0.306481 0.8 0.5 0.5
H -0.709892 1.336954 0.839248 -0.9 1.2 3.4
H -0.046535 -2.718271 -0.663907 -0.8 -0.2 1.3

Record 4
21
Properties=species:S:1:pos:R:3:forces:R:3 method="wB97M-V/def2-TZVPD" total_charge=+1 smiles=C[C@]1(C#[NH+])CCCN1N gap_ha="0.2850 / 0.2848" relative_energy_kcal_mol=113.16 homo_ev="-13.329 / -13.327" lumo_energy_ev="-5.6 / -5.6"
C -2.020154 0.703465 0.551975 1.8 2.8 -1.1
C -0.520999 0.124097 0.397169 -1.8 3.2 0.6
C -0.637549 -1.197247 0.938204 1.0 -2.7 -1.8
N -0.634976 -2.279131 0.401087 -0.1 1.4 2.7
C 0.544682 1.035539 1.097803 -1.3 0.1 0.3
C 1.855294 0.574132 0.429806 -0.4 -1.1 1.0
C 1.439353 0.222461 -1.046186 2.8 -0.1 1.5
N -0.020033 0.067081 -0.997434 -0.7 -2.0 -0.6
N -0.475836 -1.091586 -1.666626 0.4 1.0 -0.1
H -2.135087 1.621026 -0.075881 0.7 -0.6 0.0
H -2.141140 1.156093 1.509101 0.3 -0.1 1.2
H -2.948011 0.251757 0.356986 -0.6 -2.0 -0.4
H -0.570924 -3.134754 0.955694 -0.1 -0.5 -0.7
H 0.345604 0.969025 2.209569 0.9 -0.1 -1.2
H 0.327396 2.094771 0.832953 0.0 -0.7 0.0
H 2.608369 1.343647 0.497706 0.2 0.1 -0.1
H 2.270629 -0.358828 0.940781 -0.6 1.2 -0.6
H 1.895816 1.005098 -1.713485 -1.4 -0.6 0.2
H 2.074039 -0.702687 -1.218551 -1.4 0.5 -0.5
H 0.172310 -1.369884 -2.380743 0.2 -0.1 -0.3
H -1.428783 -1.034075 -2.019929 0.2 0.3 0.1

Record 5
122
Properties=species:S:1:pos:R:3:forces:R:3 method="wB97M-V/def2-TZVPD" total_charge=-1 gap_ha=0.2770 relative_energy_kcal_mol=0.00 homo_ev=-5.061 lumo_energy_ev=2.5
C -4.458324 -3.254459 1.904955 0.3 0.5 -0.4
C -4.184118 -1.817154 1.489157 -0.8 -0.1 0.6
O -5.097773 -1.436904 0.463656 0.3 -0.2 -0.3
C -4.592625 -0.409181 -0.371581 -0.5 0.6 0.4
C -3.979290 0.790172 0.368336 0.3 0.1 -1.2
O -2.585607 0.766698 0.372264 -0.2 -0.1 0.8
Ga -1.739639 0.802259 2.056849 0.7 0.3 0.1
C -0.163154 2.130430 1.841147 -0.2 -0.8 0.0
C 1.170324 1.682646 2.483895 -0.3 1.0 -1.0
C 1.464461 0.227623 2.355852 -0.8 1.3 -0.8
N 1.353121 -0.343416 1.060695 0.2 -0.1 -0.7
O 1.799939 -0.400626 3.297996 1.3 -1.7 2.0
C -2.889755 1.485651 3.615812 0.2 0.3 0.3
C -2.573068 0.675086 4.833098 -0.4 2.0 -0.8
O -2.739493 -0.498629 4.798613 -0.6 -3.0 0.3
N -2.144357 1.298583 6.010719 1.4 0.2 0.1
C -1.466122 0.354182 6.909822 -0.2 0.8 0.5
C -1.196104 2.409053 5.726182 -0.8 -0.6 -0.3
H -3.552097 -3.649186 2.350406 0.1 -0.3 0.1
H -5.260512 -3.318185 2.627570 -0.3 -0.1 0.1
H -4.716444 -3.806485 1.010504 0.0 -0.4 -0.1
H -3.146624 -1.674175 1.211359 0.2 0.0 -0.3
H -4.396363 -1.193736 2.354292 0.4 0.3 0.2
H -3.889837 -0.790965 -1.110830 0.4 -0.1 0.0
H -5.448284 -0.019197 -0.918643 -0.3 -0.2 -0.1
H -4.450143 0.880781 1.349928 0.0 -0.1 0.2
H -4.297731 1.674745 -0.207522 -0.1 0.1 0.0
H -1.171764 -0.669697 2.395001 -0.1 0.0 -0.1
H 0.021484 2.255113 0.776711 -0.1 0.0 -0.3
H -0.459664 3.108378 2.216236 0.1 0.2 0.2
H 1.973952 2.208143 1.956850 0.3 -0.1 0.0
H 1.265861 1.991981 3.512532 -0.1 -0.2 0.5
H 2.063537 -1.065548 0.994411 -0.1 -0.2 0.1
H 0.457682 -0.831488 1.022701 -0.1 0.3 -0.1
H -2.663007 2.539787 3.746034 -0.2 0.2 -0.1
H -3.966572 1.391617 3.497131 -0.1 -0.1 -0.3
H -0.428627 0.228836 6.598777 0.1 -0.4 -0.1
H -1.442963 0.808289 7.897667 0.0 0.1 0.2
H -1.991326 -0.580670 7.004483 -0.1 -0.3 -0.3
H -0.635569 2.662581 6.611446 0.0 0.2 0.4
H -1.758322 3.247501 5.341792 0.1 0.4 0.1
H -0.495836 2.073863 4.961722 0.3 0.2 -0.1
C 2.404368 2.470055 -4.962208 -0.1 -0.1 -0.1
C 0.973348 2.997825 -4.924236 0.1 0.1 0.0
C 0.642805 3.765739 -3.646192 -0.1 0.0 0.0
C 0.733233 2.947010 -2.356803 0.1 -0.1 0.0
C -0.151080 1.702429 -2.315807 0.0 0.0 0.1
C -1.638597 2.014855 -2.411312 0.0 0.0 -0.2
H 2.588351 1.749891 -4.163777 0.0 0.0 0.0
H 2.601907 1.966230 -5.910727 0.0 0.0 0.0
H 3.123613 3.285968 -4.859581 0.0 0.0 0.0
H 0.272936 2.169669 -5.060282 0.0 0.0 0.0
H 0.824850 3.667214 -5.777475 0.0 0.0 0.0
H -0.362354 4.188877 -3.739174 0.0 0.0 0.0
H 1.321190 4.622634 -3.561883 0.0 0.0 0.0
H 0.467887 3.596099 -1.516005 0.0 0.0 0.0
H 1.772350 2.647887 -2.186244 0.0 0.0 0.0
H 0.034703 1.179726 -1.374090 0.0 0.0 0.0
H 0.132095 1.006506 -3.112916 0.0 0.0 0.0
H -1.945485 2.680749 -1.602886 0.0 -0.1 0.0
H -2.222471 1.099095 -2.326505 0.0 0.0 0.1
H -1.894242 2.485136 -3.366743 0.0 0.0 0.0
C -4.278604 6.540826 -5.558096 -0.1 -0.1 0.0
C -5.089181 6.493221 -4.266397 0.0 0.1 -0.1
C -4.579909 7.453775 -3.193449 0.0 0.0 0.1
C -3.155463 7.182635 -2.707963 0.1 0.0 -0.1
C -2.921872 5.782808 -2.142307 0.0 0.1 0.1
C -3.758999 5.476054 -0.904463 0.0 -0.1 -0.1
H -3.244546 6.232801 -5.396214 0.0 0.0 0.0
H -4.707451 5.868935 -6.303598 0.0 0.0 0.0
H -4.273651 7.549257 -5.978456 0.0 0.0 0.0
H -5.107085 5.470159 -3.882174 0.0 0.0 0.0
H -6.127254 6.751620 -4.495058 0.0 0.0 0.0
H -5.266451 7.427901 -2.342349 0.0 0.0 0.0
H -4.624798 8.477103 -3.582363 0.0 0.0 0.0
H -2.904514 7.922472 -1.940647 0.0 0.0 0.0
H -2.452053 7.353696 -3.528889 0.0 0.0 0.0
H -1.864610 5.690248 -1.878800 0.0 0.0 -0.1
H -3.111468 5.026106 -2.908847 0.0 0.0 0.0
H -3.561468 6.200955 -0.111412 0.0 0.0 0.0
H -3.519203 4.484214 -0.518183 0.0 0.0 0.0
H -4.828064 5.492068 -1.124957 0.0 0.0 0.0
C 5.978909 -5.684973 -1.851833 -0.1 0.1 -0.1
C 6.318262 -4.230626 -2.166040 0.1 -0.1 0.0
C 6.712344 -3.419988 -0.932899 0.0 0.1 0.0
C 5.620317 -3.293644 0.129304 0.0 -0.1 0.0
C 4.312006 -2.676603 -0.359836 0.0 0.1 0.1
C 4.454856 -1.237707 -0.854131 -0.1 -0.1 0.0
H 5.111638 -5.763489 -1.193750 0.0 0.0 0.0
H 5.745192 -6.229917 -2.768293 0.0 0.0 0.0
H 6.820942 -6.186112 -1.368978 0.0 0.0 0.0
H 5.474508 -3.759129 -2.676806 0.0 0.0 0.0
H 7.152830 -4.210378 -2.873042 0.0 0.0 0.0
H 7.029860 -2.422834 -1.251697 0.0 0.0 0.0
H 7.592768 -3.880234 -0.471547 0.0 0.0 0.0
H 6.008502 -2.691467 0.956895 0.0 0.0 0.0
H 5.408214 -4.280895 0.552176 0.0 0.0 0.0
H 3.598418 -2.691915 0.469592 0.0 -0.1 0.0
H 3.873760 -3.294047 -1.149673 0.0 0.0 0.0
H 4.858364 -0.595921 -0.068026 0.0 0.0 0.0
H 3.479494 -0.843365 -1.142627 0.0 0.1 0.0
H 5.110465 -1.167801 -1.724408 0.0 0.0 0.0
C 1.068836 -4.017651 2.082637 -0.1 -0.1 0.0
C 1.378114 -5.272414 2.890281 0.1 0.1 0.0
C 2.790020 -5.807484 2.650261 0.0 -0.1 0.1
C 3.084614 -6.242374 1.213388 0.0 0.1 0.0
C 2.152510 -7.316519 0.656846 0.1 -0.1 0.0
C 2.217234 -8.633557 1.424172 -0.1 0.0 -0.1
H 1.100545 -4.210916 1.007264 0.0 0.0 0.0
H 0.071107 -3.646487 2.320246 0.0 0.1 0.0
H 1.781552 -3.222457 2.311502 0.0 0.0 0.0
H 0.633509 -6.044391 2.673132 0.0 0.0 0.0
H 1.274463 -5.040044 3.953235 0.0 0.0 0.0
H 2.971752 -6.646125 3.330285 0.0 0.0 0.0
H 3.513218 -5.034346 2.929887 0.0 0.0 0.0
H 4.116389 -6.609818 1.166975 0.0 0.0 0.0
H 3.048260 -5.368657 0.554848 0.0 0.0 0.0
H 2.427294 -7.504506 -0.385335 0.0 0.0 0.0
H 1.122249 -6.951846 0.639358 0.0 0.0 0.0
H 3.234469 -9.032127 1.428612 0.0 0.0 0.0
H 1.567754 -9.378551 0.960761 0.0 0.0 0.0
H 1.892455 -8.513428 2.458716 0.0 0.0 0.0

Record 6
80
Properties=species:S:1:pos:R:3:forces:R:3 method="wB97M-V/def2-TZVPD" total_charge=0 gap_ha="0.1764 / 0.1763" relative_energy_kcal_mol=101.87 homo_ev="-4.875 / -4.872" lumo_energy_ev="-0.1 / -0.1"
Cd -1.389664 2.055162 -5.038490 -0.1 0.8 1.1
C -1.885227 2.271802 -7.214680 -1.1 0.6 -0.8
C -1.973904 0.918767 -6.928670 -0.4 -1.0 -0.4
C -0.903864 -0.124089 -7.105038 0.8 0.0 -0.3
C 0.518577 0.470164 -6.925451 -0.2 -0.7 -0.4
C 0.630069 1.338257 -5.700035 0.7 -2.4 1.0
C 0.561572 2.735651 -5.710702 0.2 2.2 0.4
C 0.415157 3.498125 -7.007325 -0.3 0.3 -0.2
C -0.744988 2.987035 -7.912701 0.4 0.6 -0.1
C 1.042380 0.842314 -0.966545 0.5 -0.1 -0.2
H -2.839181 2.822116 -7.266702 0.5 -0.5 0.0
H -2.974584 0.484900 -6.797823 0.2 0.4 0.0
H -0.978153 -0.600184 -8.100272 -0.1 -0.1 0.0
H -1.059471 -0.930883 -6.360166 0.1 0.4 -0.3
H 1.223189 -0.372012 -6.826838 -0.1 0.2 -0.1
H 0.821875 1.017210 -7.831490 -0.1 -0.3 0.3
H 1.181755 0.859291 -4.880379 0.1 0.5 -0.4
H 1.071685 3.269159 -4.895491 0.0 -0.2 -0.5
H 1.359683 3.480089 -7.578070 0.0 0.0 0.0
H 0.205693 4.551138 -6.768758 0.2 -0.3 0.0
H -1.204256 3.870761 -8.380659 0.2 -0.2 0.0
H -0.343352 2.382042 -8.735095 -0.2 0.0 0.2
H 0.562769 1.588555 -1.625526 0.1 -0.5 0.1
H 1.861593 1.340493 -0.420854 -0.2 -0.3 -0.2
H 0.310792 0.431602 -0.244835 -0.5 -0.2 0.5
P 1.724327 -0.429464 -2.001019 1.6 0.8 -1.0
P -1.726728 -1.471201 -1.509380 -0.5 0.4 -0.1
N 2.880355 0.478279 -2.908248 -0.1 -0.5 -0.3
N 2.706819 -1.627135 -1.326869 0.0 -0.1 0.1
N -2.341032 -0.134389 -2.475451 0.6 0.8 -0.6
N -3.138655 -2.488065 -1.625668 -0.5 -1.1 0.3
C 0.631986 -1.227566 -3.216437 -0.7 -0.3 0.4
C -0.519666 -2.168634 -2.732473 -0.1 -0.4 -0.6
C 3.095353 1.861562 -2.976234 0.7 -0.1 -0.4
C 4.161684 2.092720 -3.828975 -0.8 -0.4 0.6
C 4.614391 0.823833 -4.310774 -0.7 -0.5 0.3
C 3.807064 -0.143760 -3.753260 0.3 0.6 -0.1
C 3.700109 -1.471809 -0.340484 0.1 -0.6 -0.2
C 4.422624 -2.647386 -0.267088 -0.8 0.9 -0.3
C 3.885147 -3.553446 -1.235005 -0.8 0.8 -0.4
C 2.849129 -2.915407 -1.878099 0.3 -0.1 0.5
C -2.199067 1.176769 -2.003392 -0.3 -0.5 -0.2
C -2.758234 2.053282 -2.909987 -0.6 -0.4 0.3
C -3.267603 1.246891 -4.011896 -0.2 -0.7 1.0
C -2.874614 -0.077657 -3.746013 -0.8 0.6 0.5
C -4.325366 -2.474746 -2.382970 -0.1 -0.8 0.6
C -5.189453 -3.444774 -1.891397 0.9 0.6 -0.1
C -4.536345 -4.085277 -0.790013 0.8 0.4 -0.2
C -3.290876 -3.498591 -0.645078 -0.8 0.3 -0.6
H 1.249842 -1.786379 -3.938037 0.1 0.3 0.3
H 0.208691 -0.391366 -3.795157 0.0 0.1 0.2
H -1.099859 -2.465110 -3.623523 0.4 0.0 0.1
H -0.107345 -3.084055 -2.266838 -0.2 0.4 -0.2
H 2.502122 2.549125 -2.389814 0.1 -0.1 -0.2
H 4.566561 3.061366 -4.096687 -0.1 -0.2 0.1
H 5.431300 0.631903 -4.992052 -0.1 0.1 0.1
H 3.812148 -1.222750 -3.846826 0.1 0.2 0.0
H 3.772363 -0.545923 0.221249 0.0 -0.3 -0.1
H 5.242936 -2.855896 0.397488 0.0 0.1 0.1
H 4.210569 -4.556470 -1.444093 0.0 -0.1 0.0
H 2.180783 -3.245644 -2.662396 0.2 -0.1 0.2
H -1.825715 1.329916 -1.002480 0.0 0.1 -0.1
H -2.966818 3.106865 -2.738199 0.2 -0.4 -0.1
H -4.047925 1.542158 -4.713635 0.6 0.0 0.0
H -3.081052 -0.977349 -4.313763 0.2 0.3 0.0
H -4.478434 -1.780329 -3.190888 0.0 -0.1 0.2
H -6.184789 -3.667919 -2.269119 0.3 0.2 0.1
H -4.945717 -4.879118 -0.174789 0.2 0.2 -0.1
H -2.499214 -3.669972 0.071438 -0.1 0.0 0.0
Cl 0.489609 -2.468698 0.750215 0.4 -0.3 -0.4
C -0.575615 -1.445835 1.671052 -1.7 0.7 2.2
C -0.935785 -0.200885 1.242069 1.1 0.7 -1.5
C -1.754898 0.638596 1.939292 -0.1 -2.2 2.0
Cl -2.165908 2.207991 1.352724 -0.1 0.7 -0.2
C -2.276123 0.199118 3.190007 0.7 -0.3 -1.0
Cl -3.294691 1.219124 4.109452 -0.3 0.1 0.4
C -1.935817 -1.094985 3.657927 0.4 0.5 -1.1
Cl -2.538175 -1.640957 5.156966 -0.2 -0.2 0.4
C -1.093152 -1.937907 2.895645 -0.1 1.0 -0.8
Cl -0.751589 -3.533414 3.405381 0.1 -0.5 0.4